43
Properties=species:S:1:pos:R:3:lowdin_charge:R:1 method="wB97M-V/def2-TZVPD" gap_ev="2.35 / 2.47" lumo_ev="-11.42 / -10.94" charge=+2 e_tot_ev=-89866.2324 homo_ev="-13.7754 / -13.4071"
C 3.03 0.06 -0.28 -0.09
N 1.76 0.04 -0.76 -0.07
N 1.86 0.05 -2.14 0.01
C 3.16 0.03 -2.51 0.01
C 3.94 0.04 -1.36 0.05
B 0.58 0.17 -3.01 -0.48
N -0.40 -1.00 -2.67 -0.03
N -0.87 -1.19 -1.38 -0.11
C -1.77 -2.20 -1.45 -0.12
C -1.84 -2.68 -2.77 -0.02
C -0.95 -1.89 -3.50 -0.04
Sr -0.13 -0.26 0.86 1.41
N -0.11 1.51 -2.65 0.00
N -0.51 1.72 -1.34 0.03
C -1.04 2.95 -1.27 -0.11
C -1.00 3.54 -2.56 0.04
C -0.40 2.60 -3.39 0.00
H -1.42 3.36 -0.34 0.11
H -0.16 2.61 -4.44 0.14
H -1.36 4.52 -2.82 0.12
H 0.86 0.16 -4.17 0.13
H -0.67 -1.89 -4.55 0.14
H 3.42 0.01 -3.56 0.15
H -2.45 -3.48 -3.15 0.11
H 5.01 0.04 -1.31 0.12
H -2.33 -2.54 -0.58 0.11
H 3.25 0.09 0.78 0.11
H -2.40 -0.39 1.68 0.03
C -2.05 -1.27 2.24 -0.12
H -2.84 -2.03 2.16 0.07
H -1.15 -1.78 1.87 -0.06
H -1.88 -0.98 3.29 0.06
Cl 1.13 -2.11 3.71 0.77
C 1.52 -0.44 3.97 -0.68
C 1.20 0.46 3.00 -0.26
C 1.50 1.79 3.06 -0.67
Cl 1.08 2.80 1.69 0.74
C 2.13 2.30 4.23 -0.65
Cl 2.51 3.96 4.35 0.81
C 2.45 1.40 5.28 -0.67
Cl 3.16 1.99 6.71 0.78
C 2.17 0.02 5.14 -0.65
Cl 2.59 -1.08 6.37 0.82